A structure of composition C36H38AsBF4N2O2PPdS2, computed with ωB97M-V/def2-TZVPD.

Each line ends with the Löwdin charge.
Atoms and positions in Å:
Pd 0.84 -1.01 -0.23  0.47
C 3.82 0.00 0.47  -0.19
N 2.90 -1.10 0.21  -0.09
C 3.36 -2.30 0.11  -0.08
C 2.49 -3.35 -0.28  -0.33
C 2.69 -4.69 -0.57  -0.06
C 1.47 -5.18 -1.06  -0.11
C 0.58 -4.10 -1.05  -0.19
N 1.19 -3.00 -0.57  -0.08
C 3.82 0.48 1.91  -0.21
C 4.93 1.20 2.36  -0.07
C 4.96 1.71 3.65  -0.11
C 3.87 1.52 4.49  -0.10
C 2.77 0.80 4.05  -0.05
C 2.75 0.28 2.76  -0.04
H 3.51 0.81 -0.18  0.06
H 4.83 -0.29 0.18  0.12
H 4.42 -2.50 0.27  0.14
H 3.62 -5.24 -0.45  0.09
H 1.25 -6.18 -1.39  0.08
H -0.45 -4.09 -1.36  0.09
H 5.78 1.35 1.70  0.10
H 5.82 2.27 3.99  0.09
H 3.89 1.92 5.50  0.09
H 1.90 0.65 4.68  0.10
H 1.88 -0.28 2.44  0.07
C -1.15 4.05 -1.18  -0.06
C -1.17 3.34 -2.52  -0.45
C -0.67 4.22 -3.65  -0.05
O -0.46 2.08 -2.55  -0.33
P 0.92 1.67 -1.84  -0.10
S 0.61 1.30 0.14  0.39
S 1.73 0.23 -2.87  0.27
O 1.68 3.09 -1.91  -0.33
C 2.92 3.36 -1.22  -0.49
C 2.90 4.82 -0.83  -0.04
C 4.08 3.01 -2.13  -0.06
H -1.84 4.90 -1.24  0.09
H -0.16 4.42 -0.94  0.06
H -1.48 3.40 -0.37  0.06
H -2.20 3.04 -2.75  0.13
H 0.34 4.59 -3.44  0.07
H -1.34 5.07 -3.78  0.08
H -0.64 3.65 -4.59  0.08
H 2.94 2.74 -0.32  0.09
H 2.82 5.45 -1.72  0.08
H 3.82 5.08 -0.30  0.08
H 2.06 5.04 -0.17  0.08
H 4.05 3.62 -3.03  0.09
H 4.05 1.97 -2.42  0.04
H 5.03 3.21 -1.61  0.08
F -2.24 -0.65 4.24  0.11
B -1.12 0.05 3.75  -1.26
F -0.30 -0.82 2.99  0.06
F -1.54 1.11 2.93  0.09
F -0.37 0.55 4.84  0.08
C -3.26 -3.14 -4.16  -0.10
C -3.88 -3.41 -2.95  -0.09
C -3.36 -2.91 -1.77  -0.09
C -2.20 -2.15 -1.79  -0.36
C -1.57 -1.87 -3.00  -0.11
C -2.10 -2.37 -4.18  -0.08
As -1.47 -1.38 -0.16  1.31
C -2.15 -2.54 1.22  -0.30
C -1.63 -3.75 1.65  -0.07
C -2.28 -4.42 2.68  -0.08
C -3.42 -3.88 3.26  -0.07
C -3.92 -2.66 2.84  -0.03
C -3.28 -1.97 1.81  -0.20
C -3.67 -0.65 1.29  -0.19
C -4.75 0.11 1.73  -0.01
C -5.01 1.34 1.14  -0.07
C -4.21 1.82 0.11  -0.08
C -3.13 1.07 -0.33  -0.08
C -2.87 -0.14 0.27  -0.29
H -3.67 -3.53 -5.08  0.10
H -4.78 -4.01 -2.93  0.10
H -3.85 -3.13 -0.82  0.10
H -0.66 -1.29 -3.02  0.04
H -1.61 -2.15 -5.12  0.10
H -0.73 -4.15 1.22  0.09
H -1.89 -5.36 3.04  0.10
H -3.91 -4.41 4.07  0.10
H -4.78 -2.23 3.33  0.11
H -5.38 -0.24 2.54  0.11
H -5.84 1.94 1.49  0.10
H -4.42 2.78 -0.34  0.10
H -2.49 1.42 -1.13  0.08

Summary:
energy above the lowest of the compared OMol25 structures with the same formula, charge and spin = 0.000 eV
LUMO level = 2.3815 eV
E_tot = -5580.81617 a.u.
charge = -1
Kohn-Sham gap = 7.81 eV



A structure of composition C36H38AsN6O6P2SSe2Ti, computed with ωB97M-V/def2-TZVPD.

Each line ends with the Löwdin spin population.
Atoms and positions in Å:
Ti 0.14 0.26 -0.33  0.96
N 1.30 -0.62 1.98  0.00
C 0.33 -1.45 2.68  0.00
C -0.44 -2.26 1.65  0.00
N -1.11 -1.38 0.69  0.00
C -2.40 -0.84 1.15  0.00
C -3.00 0.05 0.08  0.00
N -2.09 1.17 -0.21  0.00
H 1.67 0.10 2.58  0.00
H 2.06 -1.16 1.59  0.00
H 0.77 -2.14 3.41  0.00
H -0.35 -0.79 3.22  0.00
H 0.25 -2.89 1.08  0.00
H -1.17 -2.92 2.14  0.00
H -1.26 -1.89 -0.18  0.00
H -3.10 -1.66 1.39  0.00
H -2.21 -0.26 2.06  0.00
H -3.14 -0.51 -0.84  0.00
H -3.98 0.40 0.42  0.00
H -2.27 1.55 -1.13  0.00
H -2.19 1.91 0.48  0.00
O -1.39 1.26 -3.72  0.00
As -1.26 -0.48 -3.43  0.00
O -2.68 -1.22 -3.70  0.00
O -0.79 -0.45 -1.81  0.00
C 0.11 -1.14 -4.59  0.00
C -0.32 -1.55 -5.85  0.00
C 0.59 -2.02 -6.78  0.00
C 1.94 -2.08 -6.45  0.00
C 2.37 -1.69 -5.20  0.00
C 1.46 -1.22 -4.25  0.00
S 2.00 -2.01 -1.76  0.00
O 0.88 -2.90 -2.02  0.00
O 1.91 -0.82 -3.04  0.01
O 1.69 -1.06 -0.63  0.02
H -0.94 1.53 -4.53  0.00
H -1.38 -1.52 -6.07  0.00
H 0.24 -2.34 -7.76  0.00
H 2.65 -2.44 -7.18  0.00
H 3.42 -1.73 -4.92  0.00
Se 1.65 4.80 5.13  0.00
P 0.50 5.13 3.39  0.00
C -1.24 5.56 3.70  0.00
C -2.17 5.47 2.67  0.00
C -3.49 5.84 2.89  0.00
C -3.89 6.28 4.15  0.00
C -2.96 6.37 5.17  0.00
C -1.64 6.01 4.95  0.00
C 1.16 6.54 2.45  0.00
C 0.34 7.59 2.02  0.00
C 0.91 8.73 1.47  0.00
C 2.28 8.83 1.32  0.00
C 3.10 7.78 1.74  0.00
C 2.54 6.65 2.31  0.00
C 0.29 3.64 2.39  0.00
C 0.74 3.09 1.19  0.01
N 0.24 1.83 1.15  0.01
N -0.48 1.63 2.26  0.01
N -0.46 2.70 3.01  0.00
P 1.64 3.70 -0.23  0.13
Se 1.50 2.03 -1.70  0.11
C 0.63 5.04 -0.92  0.01
C -0.66 4.70 -1.35  0.01
C -1.50 5.67 -1.88  0.00
C -1.05 6.98 -2.01  0.01
C 0.22 7.31 -1.58  0.00
C 1.05 6.36 -1.02  0.01
C 3.18 4.27 0.30  0.14
C 3.79 3.70 1.47  0.11
C 5.07 4.03 1.82  0.03
C 5.86 4.88 1.02  0.20
C 5.31 5.35 -0.18  0.02
C 4.03 5.04 -0.56  0.12
H -1.86 5.12 1.69  0.00
H -4.21 5.77 2.08  0.00
H -4.92 6.56 4.32  0.00
H -3.27 6.70 6.16  0.00
H -0.90 6.05 5.75  0.00
H -0.73 7.53 2.12  0.00
H 0.27 9.54 1.15  0.00
H 2.72 9.72 0.89  0.00
H 4.17 7.84 1.62  0.00
H 3.18 5.86 2.68  0.00
H -0.97 3.66 -1.31  0.00
H -2.49 5.39 -2.22  0.00
H -1.70 7.73 -2.44  0.00
H 0.57 8.34 -1.67  0.00
H 2.03 6.64 -0.64  0.00
H 3.21 3.05 2.12  0.01
H 5.48 3.62 2.73  0.00
H 6.87 5.13 1.31  0.02
H 5.92 5.96 -0.85  0.00
H 3.67 5.37 -1.53  0.01

Summary:
energy above the lowest of the compared OMol25 structures with the same formula, charge and spin = 0.000 eV
multiplicity = 3
LUMO level (spin up / spin down) = 2.2621 / 2.2592 eV
E_tot = -11143.86659 a.u.
charge = -1
Kohn-Sham gap (spin up / spin down) = 4.09 / 7.70 eV